No. 1
The following is a DFT calculation (the ωB97M-V functional and the def2-TZVPD basis) of a cluster of 2 separate species, H6N5P in total in a non-equilibrium geometry.

The geometry in XYZ format:
```
12
Properties=species:S:1:pos:R:3
N 0.04 0.96 0.17
H -0.92 0.76 -1.75
H -1.04 -1.66 -0.14
P 1.24 0.10 0.79
N 0.79 0.13 2.43
H -0.20 0.43 2.49
H 1.27 0.37 3.28
N -0.08 1.14 -1.18
H -0.08 -1.46 -2.57
H 0.66 1.02 -1.80
N -0.23 -1.83 -0.78
N -0.66 -1.40 -1.83
```

HOMO energy: -7.97 eV
LUMO energy: 0.7 eV
ΔE to the lowest compared entry with this formula, charge and spin: 89.7 kJ/mol
molar mass: 107.06 g/mol
HOMO-LUMO gap: 0.3186 Eh
E_tot: -16832.9854 eV
SMILES: [H]/N=N/[H].N/N=P/N

Results of the Löwdin charge analysis, in e, for atoms 1 through 4: number 1, N, carries -0.405; number 2, H, carries 0.101; number 3, H, carries 0.050; number 4, P, carries 0.749

***

No. 2
The following is a DFT calculation (the ωB97M-V functional and the def2-TZVPD basis) of a cluster of 2 separate species, C12H8O in total in a non-equilibrium geometry.

The geometry in XYZ format:
```
21
Properties=species:S:1:pos:R:3
C -2.81 1.81 1.09
H 3.89 -0.51 1.14
C 0.82 -1.19 -0.19
C -2.02 -1.24 -0.15
C 2.89 -0.39 0.79
C -1.92 1.37 -1.86
H 0.40 1.76 1.32
C 2.17 0.60 1.38
C 0.86 0.85 1.16
C -1.26 -0.12 0.27
C 0.15 -0.13 0.38
H -3.06 -2.95 -1.12
H 0.26 -1.80 -0.93
H 2.64 -2.20 -0.53
C 2.20 -1.23 -0.11
H 2.96 1.23 1.85
H -2.89 1.64 -1.76
H -3.46 2.66 1.10
C -2.05 0.92 0.85
O -0.96 1.71 -2.49
C -2.61 -2.17 -0.60
```

HOMO energy (spin up / spin down): -7.39 / -7.79 eV
LUMO energy (spin up / spin down): 0.4 / -1.2 eV
ΔE to the lowest compared entry with this formula, charge and spin: 698.2 kJ/mol
molar mass: 168.20 g/mol
HOMO-LUMO gap (spin up / spin down): 0.2871 / 0.2414 Eh
E_tot: -14613.0834 eV

Results of the Löwdin charge analysis, in e, for atoms 1 through 4: number 1, C, carries 0.126; number 2, H, carries 0.095; number 3, C, carries -0.045; number 4, C, carries -0.119

***

No. 3
The following is a DFT calculation (the ωB97M-V functional and the def2-TZVPD basis) of a structure of composition C21H27Cl2F6N4O7PPdS2.

The geometry in XYZ format:
```
71
Properties=species:S:1:pos:R:3
F 0.19 -2.82 -5.05
C -1.51 3.68 -0.13
H 3.32 2.77 0.78
H 6.10 2.96 -4.30
H 4.65 4.14 -0.45
H -2.56 1.72 2.36
H -3.10 -0.59 -0.38
C 3.12 2.07 -0.04
H -5.30 -1.16 1.29
H 2.20 -0.99 1.50
F -1.42 -1.45 -5.51
O 0.95 -1.32 -2.65
H 0.74 1.23 3.73
C 2.01 -1.31 3.65
H -2.88 4.28 1.48
F -2.59 -4.84 -3.19
Cl 6.42 5.12 -2.47
C 5.45 3.69 -2.37
O -0.08 -0.50 -0.21
O -2.30 -3.39 -0.59
C 4.67 3.44 -1.28
H -3.69 0.53 0.86
H -1.83 -2.79 1.69
S -1.20 -3.37 -1.50
H -1.24 2.88 2.57
P -0.68 0.02 1.07
N 0.36 -0.28 2.29
C 0.87 -0.78 4.52
N -1.04 1.60 0.89
F -0.44 -5.02 -3.40
C -1.44 -4.88 -2.53
F 0.62 -0.74 -5.44
C -4.29 -1.56 1.17
C -3.70 -2.04 2.50
H -0.75 4.35 0.28
C -0.25 -1.58 -4.90
O 2.27 1.19 0.21
C 3.87 1.32 -2.29
S -0.45 -1.17 -3.11
H -4.31 -2.37 0.46
Cl 4.79 0.51 -4.70
C 1.44 -1.28 2.22
H -0.83 0.44 3.88
N -1.44 -2.22 -2.57
O -0.98 0.16 -3.10
H -1.91 4.13 -1.03
O 0.13 -3.47 -0.99
H 1.05 -2.25 1.91
C -1.86 2.37 1.83
H 2.33 -2.31 3.93
C -3.31 -0.48 0.69
C -0.90 2.30 -0.41
H 0.14 2.37 -0.72
H -1.44 1.77 -1.19
H 1.21 -0.38 5.47
C 3.87 2.27 -1.23
C 0.22 0.28 3.64
C -2.19 -1.94 2.27
H -3.99 -1.38 3.32
C 4.73 1.63 -3.39
H 2.87 -0.65 3.72
H -4.00 -3.06 2.75
N -2.09 -0.69 1.49
C 5.48 2.77 -3.43
H 0.16 -1.58 4.73
C -2.57 3.39 0.93
O 3.22 0.23 -2.30
H -3.45 2.94 0.47
F -1.44 -5.95 -1.72
H -1.62 -1.86 3.19
Pd 1.63 -0.09 -1.20
```

HOMO energy: -8.70 eV
LUMO energy: -1.0 eV
ΔE to the lowest compared entry with this formula, charge and spin: 0.0 kJ/mol
molar mass: 833.89 g/mol
HOMO-LUMO gap: 0.2816 Eh
E_tot: -118299.0324 eV

Results of the Löwdin charge analysis, in e, for atoms 1 through 4: number 1, F, carries 0.151; number 2, C, carries -0.161; number 3, H, carries 0.144; number 4, H, carries 0.112

***

No. 4
The following is a DFT calculation (the ωB97M-V functional and the def2-TZVPD basis) of a structure of composition C7H23Br3CaClN2NbO4P in a non-equilibrium geometry.

The geometry in XYZ format:
```
43
Properties=species:S:1:pos:R:3
H 3.35 3.76 -2.40
C 2.19 -0.96 -2.80
H 2.23 -0.67 0.14
Ca -3.74 1.38 2.42
H 2.33 1.80 -3.00
H -0.72 2.72 7.20
C -0.82 2.02 6.38
H -1.08 -0.98 4.84
O -1.08 -1.62 1.73
H -2.16 1.78 -3.06
H -0.29 -0.18 0.38
C 3.73 -0.66 -2.56
O -1.28 1.43 -3.17
H 4.28 -1.43 -3.14
H -3.34 -0.74 2.09
H 4.06 -0.78 -1.51
N -2.78 -0.76 2.93
Br 0.71 2.24 5.22
C -4.41 -1.92 -0.92
Br -2.48 2.48 5.47
C -1.49 -1.26 2.81
H 2.11 -2.05 -3.01
H -3.37 -0.30 -0.64
H 5.25 0.91 -2.86
H -4.48 -2.90 -0.46
H 4.18 0.65 -4.27
P -1.23 -0.16 -2.58
C 3.36 1.87 -2.58
H 1.88 -0.37 -3.69
Cl -1.01 -1.46 -4.23
H 3.25 1.65 -1.49
C 4.21 0.71 -3.17
H -4.10 -2.04 -1.96
H 0.37 -2.31 -0.85
Br -0.90 0.25 7.16
Nb 0.83 -0.53 -1.04
H -5.38 -1.43 -0.88
O -3.43 -1.16 -0.21
H -3.17 -0.42 3.80
H 0.19 -1.65 3.87
O 3.97 3.13 -2.78
H 1.04 1.27 -1.12
N -0.75 -1.29 3.94
```

HOMO energy: -8.84 eV
LUMO energy: -6.5 eV
molar mass: 638.39 g/mol
HOMO-LUMO gap: 0.0874 Eh
net charge: +1
E_tot: -270712.5258 eV

Results of the Löwdin charge analysis, in e, for atoms 1 through 4: number 1, H, carries 0.076; number 2, C, carries -0.427; number 3, H, carries -0.110; number 4, Ca, carries 1.318

***

No. 5
The following is a DFT calculation (the ωB97M-V functional and the def2-TZVPD basis) of a cluster of 6 separate species, C47H88ClF2N2O13 in total in a non-equilibrium geometry.

The geometry in XYZ format:
```
153
Properties=species:S:1:pos:R:3
H 5.38 -0.23 -6.54
C -10.03 0.24 0.58
C 3.63 -3.85 5.34
H 0.85 -0.21 5.36
H -3.21 1.63 6.16
H 3.92 -4.14 6.34
H 9.84 -4.41 -4.19
O 9.56 -4.10 -7.13
C 0.94 0.37 4.44
H 11.02 -6.34 -7.31
H 6.53 -1.53 -3.17
H -0.20 2.06 3.72
H 1.06 3.18 -7.89
C 1.09 0.22 1.98
H 5.43 -0.49 -0.82
C -10.73 -0.89 -2.37
H 11.48 -3.32 -6.91
C 5.82 -1.17 2.11
H -3.66 -0.07 3.16
C 7.54 -0.32 -6.64
H -10.00 4.13 3.93
C -1.20 1.33 5.53
H -3.86 1.30 2.07
O 7.82 0.45 -5.45
H -10.56 3.18 2.58
H 6.12 1.09 -7.44
H -7.78 6.52 5.33
O -5.60 -1.54 0.65
H 5.79 0.73 -2.01
C -6.16 -1.96 -0.58
H -11.45 -0.97 -3.19
H -3.93 2.67 4.34
C -9.79 3.87 2.90
C -0.39 1.12 4.23
H 10.91 -3.23 -4.98
F 3.52 -0.20 5.36
C 1.16 2.10 -7.92
H -0.95 2.28 5.99
H -8.82 3.38 2.83
O -10.54 -0.90 0.06
H 4.46 4.13 -7.36
O -10.06 4.92 0.79
C 11.54 -5.50 -6.84
C -9.80 5.05 1.95
C -2.70 1.19 5.30
H 0.78 1.68 -6.99
H -0.89 0.54 6.22
C 9.01 -3.66 -5.99
H -6.07 1.13 2.38
H -6.28 -2.44 3.53
H 2.24 -1.70 5.32
C 3.47 3.69 -7.22
H 5.01 2.48 -0.64
H 6.40 -1.77 -4.90
H 3.79 3.21 -5.15
H 12.60 -5.57 -7.07
H 5.53 0.80 2.66
H 3.05 4.79 -5.42
C 10.97 -4.19 -7.34
H 4.74 -2.11 5.88
H -11.12 1.61 -0.75
C 6.19 0.02 -7.23
C 2.57 1.60 -8.13
H -6.93 -1.27 -0.94
H 5.88 1.45 0.45
O -2.49 -3.16 2.79
O 3.60 2.34 -7.68
H -7.14 6.73 3.69
H 8.33 -0.04 -7.34
H -3.00 0.14 5.28
C 5.06 0.44 -1.25
O -9.44 6.27 2.40
C -5.56 0.97 3.33
H 0.76 -2.59 3.99
H 4.95 -2.50 4.21
H -1.50 -5.25 3.26
C -0.37 -2.33 2.15
C 4.20 -2.45 5.00
H 6.03 -0.53 -8.16
C 4.98 1.50 -0.16
C 3.61 -0.05 2.68
H 0.35 -2.71 1.43
H 4.01 -4.60 4.65
H 0.06 0.24 1.67
C -6.13 -0.33 3.91
N -0.82 -4.72 2.72
H 1.74 1.10 4.56
H -10.06 6.10 4.38
H -12.00 -1.85 -0.93
H -5.75 -0.50 4.92
H -10.03 -1.73 -2.44
C 6.36 -1.02 -4.12
H 3.34 0.90 3.14
H -0.54 -1.46 4.05
H 2.88 1.82 0.04
N 2.73 -1.08 3.37
H 5.37 -0.55 -4.10
C 9.87 -3.49 -4.77
C 3.13 -1.39 4.79
H 6.83 -2.77 0.88
C -10.21 1.54 -0.16
C 3.30 0.05 1.18
C -1.33 -3.43 2.58
H -1.04 0.54 3.57
H 0.54 1.73 -8.74
C 6.40 -1.98 1.45
C -6.60 -1.44 1.67
H -6.58 -2.96 -0.48
H -5.84 1.80 3.97
O 7.82 -3.47 -5.96
C 1.27 -0.60 3.26
H -5.36 -1.95 -1.32
H 2.79 4.25 -7.86
H -7.70 5.15 4.22
H -10.16 0.03 -2.51
H 1.34 1.27 2.21
O 1.91 -0.18 0.91
F 3.82 0.24 -1.85
H 2.09 3.31 -5.59
C -11.45 -0.92 -1.04
H -1.00 -1.59 1.67
H 2.55 -3.84 5.30
C 3.07 3.76 -5.76
H -4.84 -1.75 2.85
C -3.24 1.88 4.03
H -10.24 2.35 0.57
H 9.45 -2.68 -4.17
H 11.10 -4.12 -8.42
H 3.80 2.17 1.48
H 0.05 -4.74 3.24
O 2.80 0.55 -8.64
C 7.40 0.08 -4.24
H -7.13 -0.50 1.59
H -12.18 -0.11 -0.95
C -4.04 0.95 3.09
H -7.30 -2.27 1.54
O -9.39 0.17 1.59
H -9.44 7.65 3.86
O 7.80 0.67 -3.27
C 5.12 -0.17 2.91
C -5.90 -1.55 3.03
Cl 2.90 -2.58 2.43
H -9.35 1.70 -0.81
H 5.38 -0.33 3.96
H 7.66 -1.38 -6.44
C -9.28 6.57 3.79
C 0.29 -1.78 3.42
C -7.89 6.22 4.29
C 3.69 1.45 0.66
H 11.42 -5.60 -5.76
H 3.80 -0.72 0.62
H -2.46 2.38 3.46
H -7.21 -0.21 4.01
```

HOMO energy: -10.57 eV
LUMO energy: -3.8 eV
molar mass: 962.67 g/mol
HOMO-LUMO gap: 0.2484 Eh
net charge: +1
E_tot: -97711.7006 eV

Results of the Löwdin charge analysis, in e, for atoms 1 through 4: number 1, H, carries 0.070; number 2, C, carries -0.517; number 3, C, carries -0.075; number 4, H, carries 0.110

***

No. 6
The following is a DFT calculation (the ωB97M-V functional and the def2-TZVPD basis) of a structure of composition C41H29AsN8Pd.

The geometry in XYZ format:
```
80
Properties=species:S:1:pos:R:3
H -2.53 1.06 -6.67
As 0.51 0.98 -2.09
H -4.58 -2.11 -4.24
H 0.92 0.15 -4.42
C 2.80 2.41 5.28
C -1.54 1.41 0.42
C 4.14 0.84 6.55
H 1.12 -8.06 2.45
H 4.79 0.65 7.39
C 1.53 1.29 3.31
C -0.80 2.41 -2.59
N -0.46 1.10 1.20
C -1.17 4.55 2.14
N -0.93 -1.39 0.03
N 0.83 2.28 2.89
N -2.15 0.62 -0.50
H 0.39 4.20 -6.69
H -1.75 2.15 -2.12
C 0.55 -0.33 -3.52
C 0.93 -4.80 1.80
N 2.45 -2.08 3.63
H 4.11 -1.23 5.89
C -1.71 1.59 -4.76
C -3.28 -3.54 -3.33
H -3.86 -0.22 -2.77
H 1.23 -1.13 -3.22
C -3.82 -2.27 -3.49
Pd 0.31 -0.71 1.42
C -2.46 -1.48 -1.72
C -2.32 -3.80 -2.35
C 2.29 -0.78 3.66
C 0.67 -6.16 1.65
C -0.83 2.43 -4.06
H 3.96 2.92 7.01
C 3.76 -0.22 5.72
H -3.92 5.46 0.37
C 2.22 1.87 -2.32
N 1.51 -0.02 2.85
C 1.83 -4.30 2.87
H -0.44 -0.75 -3.68
C 1.29 -7.00 2.53
C 3.66 2.13 6.34
C -0.14 2.19 1.95
H 2.41 3.41 5.11
N 0.99 -2.54 1.73
C 2.45 1.36 4.45
C -1.84 1.69 -6.13
C 2.92 0.08 4.67
C 2.20 -6.49 3.59
C -0.05 3.35 -4.77
H -3.62 -4.35 -3.97
C -0.98 -2.67 -0.43
H 0.00 -6.52 0.88
C -0.18 3.46 -6.14
H -0.40 3.31 -2.14
N -0.37 -3.72 0.06
C -3.11 4.83 0.71
H -1.91 -4.79 -2.21
H -3.68 3.16 -0.54
C 0.45 -3.65 1.12
C -2.22 5.32 1.67
H -0.47 4.93 2.88
C -1.04 3.27 1.63
H 2.27 2.25 -3.34
H 3.03 1.16 -2.16
H 2.31 2.69 -1.61
C -3.42 -1.21 -2.68
H 3.14 -4.81 4.52
H -2.32 0.87 -4.21
C -1.92 -2.74 -1.56
C 2.47 -5.17 3.76
H -2.36 6.32 2.06
H 0.63 4.00 -4.24
C -1.07 2.63 -6.83
C 1.80 -2.88 2.78
C -1.84 -0.62 -0.69
H -1.15 2.70 -7.90
H 2.67 -7.21 4.26
C -1.93 2.77 0.67
C -2.98 3.55 0.19
```

HOMO energy (spin up / spin down): -11.26 / -13.68 eV
LUMO energy (spin up / spin down): -6.1 / -8.7 eV
molar mass: 815.08 g/mol
HOMO-LUMO gap (spin up / spin down): 0.1913 / 0.1820 Eh
net charge: +2
2S+1: 5
E_tot: -119212.7766 eV
⟨S²⟩: 6.07

Results of the Löwdin charge analysis, in e, for atoms 1 through 4: number 1, H, carries 0.117; number 2, As, carries 1.352; number 3, H, carries 0.118; number 4, H, carries 0.052

***

No. 7
The following is a DFT calculation (the ωB97M-V functional and the def2-TZVPD basis) of an isolated molecule of C5H5NO3S in a non-equilibrium geometry.

The geometry in XYZ format:
```
15
Properties=species:S:1:pos:R:3
H -2.14 -0.38 -0.17
O 0.86 1.22 -0.26
S -1.25 -1.16 -2.14
O -0.92 -2.35 0.69
N -0.18 -1.74 1.44
C -0.02 0.28 0.00
C -1.30 0.14 -0.86
H -1.26 -2.00 -1.10
C 1.89 1.06 0.62
H 2.73 1.65 0.51
C 1.60 0.09 1.49
O -0.10 -2.02 2.58
C 0.45 -0.58 1.05
H -1.54 1.12 -1.25
H 2.24 -0.02 2.29
```

HOMO energy: -9.14 eV
LUMO energy: -0.5 eV
ΔE to the lowest compared entry with this formula, charge and spin: 392.6 kJ/mol
molar mass: 159.17 g/mol
HOMO-LUMO gap: 0.3185 Eh
E_tot: -23729.0370 eV
SMILES: O=[N+]([O-])c1ccoc1CS

Results of the Löwdin charge analysis, in e, for atoms 1 through 4: number 1, H, carries 0.120; number 2, O, carries 0.084; number 3, S, carries 0.711; number 4, O, carries 0.024

***

No. 8
The following is a DFT calculation (the ωB97M-V functional and the def2-TZVPD basis) of a structure of composition C36H37AsN2Rh in a non-equilibrium geometry.

The geometry in XYZ format:
```
77
Properties=species:S:1:pos:R:3
N 1.86 2.69 -5.49
C -1.74 1.43 1.50
H -2.65 -3.28 1.60
C -0.65 -1.76 3.35
C 7.45 -0.13 -0.79
C 5.49 1.05 0.08
H 1.12 4.69 1.06
H -3.92 -2.11 -0.21
H 2.67 -4.96 2.88
H 3.74 3.08 4.04
C 2.62 -1.60 2.47
H -3.23 -1.32 -1.63
H -4.12 1.98 -0.21
C 3.16 2.95 3.13
H 1.21 2.55 -0.18
H 7.03 -2.03 -1.68
C 0.66 0.93 -2.74
H 2.71 -0.69 3.05
C -2.40 0.84 0.39
H -1.70 3.16 2.78
C 2.37 -3.96 1.01
H -1.37 3.53 1.09
H 0.02 2.20 3.39
H -1.12 -1.68 -1.93
H 2.85 -2.86 4.18
C 0.57 0.91 -4.13
H -0.29 -0.10 -5.83
H 7.55 1.79 0.15
C -1.09 -0.82 2.27
H 0.44 0.61 4.00
C -2.53 -0.56 0.29
C 3.22 1.75 2.45
C -3.12 1.73 -0.58
H -2.59 2.67 -0.73
H -1.53 -2.30 3.70
H 2.06 -2.69 -0.70
H 3.85 0.95 2.83
C 4.66 0.00 -0.27
C 2.40 4.00 2.64
C -0.82 -1.02 -3.95
C -1.04 0.59 2.42
H 0.06 -2.51 3.01
C -0.67 -0.94 -2.57
H -2.00 -3.18 -0.03
H 8.51 -0.17 -1.01
C 6.62 -1.17 -1.17
Rh 0.10 0.21 0.31
C -0.38 1.22 3.62
H 2.37 4.95 3.17
C 2.43 -1.55 1.09
N 0.04 0.03 -1.98
H -0.91 -3.36 1.34
C 6.91 0.97 -0.16
H -3.24 1.25 -1.55
C 1.72 2.64 0.78
C 2.50 1.58 1.26
C -1.76 -1.39 1.15
H -1.41 -1.81 -4.38
C -1.82 -2.88 1.00
C 1.28 1.90 -4.88
H -0.22 -1.25 4.21
C 1.68 3.85 1.46
H 2.28 -4.87 0.44
C 5.21 -1.10 -0.93
H -1.11 1.33 4.42
H 4.57 -1.91 -1.25
H 5.09 1.95 0.53
H -3.00 3.14 1.60
C 2.26 -2.73 0.36
C 2.70 -2.83 3.11
C -1.95 2.89 1.76
C 2.59 -4.00 2.38
H 1.25 1.69 -2.26
As 2.71 0.07 0.04
C -0.19 -0.08 -4.75
C -3.57 -1.15 -0.60
H -4.43 -0.48 -0.66
```

HOMO energy (spin up / spin down): -16.83 / -16.99 eV
LUMO energy (spin up / spin down): -8.6 / -12.6 eV
molar mass: 675.53 g/mol
HOMO-LUMO gap (spin up / spin down): 0.3015 / 0.1602 Eh
net charge: +3
2S+1: 5
E_tot: -104729.7634 eV
⟨S²⟩: 6.03

Results of the Löwdin charge analysis, in e, for atoms 1 through 4: number 1, N, carries 0.219; number 2, C, carries -0.204; number 3, H, carries 0.125; number 4, C, carries 0.002